Entry 1:
DFT (ωB97M-V/def2-TZVPD) results for a molecular structure, C3HLiO4Ru in a non-equilibrium geometry.

For the max |F|, the calculation gives 0.1650 hartree/bohr. The frontier orbital gap (spin up / spin down) is 0.3553 / 0.2906 hartree. The calculation puts the energy above the lowest of the compared OMol25 structures with the same formula, charge and spin at 67.41 kcal per mole. As for the net charge: +3. As for the multiplicity: 6.

```
10
C3HLiO4Ru, DFT ωB97M-V/def2-TZVPD
C -0.98134 -0.75964 -0.45365
H -0.91633 1.52322 -0.94889
O 0.17270 -1.12513 -0.60294
O -2.00704 -1.33783 -0.05519
Ru -2.66080 -2.91405 0.53617
C 0.01853 1.33958 0.31028
O -1.09262 0.67104 -0.20783
C 1.14127 0.70065 0.40445
O 2.33560 0.63220 0.66223
Li 3.99002 1.26996 0.35537
```

In the natural (NBO) picture, each atom carries the following charge in e: 1.00, 0.66, -0.45, -0.73, 1.69, 0.17, -0.50, 0.63, -0.47, 0.99

Entry 2:
DFT (ωB97M-V/def2-TZVPD) results for a gas-phase ion, C2H6N2O (charge -1) in a non-equilibrium geometry.

For the max |F|, the calculation gives 0.0523 hartree/bohr. The frontier orbital gap (spin up / spin down) is 0.2711 / 0.2463 hartree. The calculation puts the energy above the lowest of the compared OMol25 structures with the same formula, charge and spin at 27.44 kcal per mole. As for the net charge: -1. As for the multiplicity: 2.

```
11
C2H6N2O, DFT ωB97M-V/def2-TZVPD
H 2.16897 -0.10290 -0.94765
N -1.34969 -0.89443 0.86144
O 1.20326 1.77065 -0.08253
H -1.86917 -1.53330 0.30304
C -1.01449 0.27038 0.08651
H 0.87759 0.28179 1.23008
H -1.38936 1.04863 0.78266
C 0.67116 0.53857 0.19657
H -1.42413 0.36868 -0.92932
N 1.36155 -0.53695 -0.50161
H 0.76430 -1.21112 -0.99917
```

In the natural (NBO) picture, each atom carries the following charge in e: 0.38, -0.58, -0.90, 0.28, -0.34, 0.09, 0.21, 0.30, 0.15, -0.92, 0.34

Entry 3:
DFT (ωB97M-V/def2-TZVPD) results for 11 unconnected molecules or ions with the total composition C30H53Cl6FO7 in a non-equilibrium geometry.

As for the SMILES: Fc1ccccc1.CC(C)=O.CC(C)=O.CC(C)=O.CC(C)=O.CC(C)=O.CC(C)=O.CC(C)=O.ClCCl.ClCCl.ClCCl. For the max |F|, the calculation gives 0.0791 hartree/bohr. The frontier orbital gap is 0.3540 hartree. The calculation puts the energy above the lowest of the compared OMol25 structures with the same formula, charge and spin at 64.36 kcal per mole. As for the net charge: 0.

```
97
C30H53Cl6FO7, DFT ωB97M-V/def2-TZVPD
H 3.78962 -3.23931 -1.91467
H 3.09690 1.46013 2.47879
C -0.74433 1.59945 -0.29267
H 0.03358 6.18478 0.24388
H 0.56404 -2.29852 -3.60576
C -4.17465 1.36129 2.08116
O 5.87024 -4.58085 -1.58087
Cl 0.57494 2.16470 3.41908
H 4.82127 1.75260 2.90604
O 1.63611 -3.68344 -0.03045
C -2.69345 -2.24269 3.68627
H -1.37576 9.64296 -1.59059
C 2.67197 5.02164 -2.66140
H 6.03954 -2.58291 0.78313
C 1.35607 -0.14400 -0.64000
C 4.12154 1.50052 2.10922
H 1.84456 5.37869 -2.04821
C 5.73304 -3.47387 -1.12891
H -3.27175 -3.85238 2.27695
C -4.76148 0.63146 3.19810
H 3.12592 4.08197 -2.34665
H -0.09744 -1.68740 -0.31812
C 2.78682 -5.05165 1.48099
C -1.29783 9.20056 -0.59746
O -1.53567 -1.80109 3.92459
H 0.22582 7.76755 1.12907
H -5.28406 -0.27823 2.90232
H -4.34811 1.52294 -0.02649
C 1.19479 -4.36809 -3.65751
H -3.84032 -2.15699 1.81533
F 0.67183 3.45990 -0.67959
H 2.38100 -5.90455 2.02502
H 0.21424 -2.78569 1.90307
H 1.95234 -4.81748 -5.64294
H -2.22310 9.31790 -0.03335
H -2.18465 -2.47765 1.71844
O 0.20477 -5.00070 -3.36714
H 3.54344 -4.51041 2.04906
H 4.06638 -2.21139 -0.51376
C -0.44045 7.11052 0.57007
H -1.31077 6.96543 1.21006
Cl 4.34388 -0.19231 1.31849
C 2.25083 -5.00979 -4.61240
C 4.53551 -2.63017 -1.40406
H -1.55736 2.29580 -0.14953
H 0.38031 -3.94578 2.96818
H -5.26113 0.12684 -1.74998
H -2.36036 -1.88441 -2.98257
H 0.92493 -3.03280 -2.07921
H -1.97793 -0.19042 0.15798
C 1.27452 -2.95923 -3.10900
O -5.42811 -2.33204 -2.31472
Cl 4.03042 6.16029 -2.78210
H -3.50247 -3.30060 -3.43082
H -0.56788 9.75766 -0.01016
H 3.24043 -4.60039 -4.40946
H -3.91392 0.32693 3.81210
Cl 4.34655 2.73106 0.78965
H 2.22111 -2.42664 -3.20077
Cl -0.46308 4.79058 3.55458
H 2.17154 -6.08562 -4.45618
C 1.58436 1.25223 -0.83470
C -1.03632 0.22199 -0.17322
H -1.08179 3.28655 1.91197
H -3.50853 -0.04361 -1.57907
C -3.72293 -2.54749 4.71170
O -3.17166 2.07201 2.17696
H 3.26890 -5.48314 0.60377
O -1.10749 7.02752 -1.61177
H -5.32754 0.21440 0.58671
H -5.84202 1.91916 0.79391
H -4.72525 -2.31384 4.35274
H 7.27412 -2.16859 -0.56718
C 0.06762 -0.62022 -0.33522
Cl 2.20040 4.74774 -4.36149
H 4.77545 -1.87062 -2.14811
H 7.18876 -3.78614 0.37980
H -4.23619 0.36717 -3.16599
C 0.51552 2.11959 -0.56430
C 6.68377 -2.91238 -0.03206
C -4.99675 1.23097 0.79942
H -3.46904 -1.76295 -4.39007
H -5.41315 1.35693 3.68506
C 1.03653 -3.37087 2.31477
C -4.45348 -1.63379 -2.56079
H 1.69469 -2.63340 2.77420
C -4.35234 -0.21005 -2.24869
H 2.11848 -0.89791 -0.76939
C -0.92633 7.70953 -0.66025
C -3.29668 -2.23025 -3.42052
H -3.42609 -2.05935 5.63999
H 2.59718 1.60333 -0.96630
C 1.74067 -3.99652 1.12911
H -3.72839 -3.60642 4.97006
C -0.13209 3.46314 2.41693
H 0.65513 3.76146 1.72455
C -3.07260 -2.78073 2.27323
```

In the Mulliken picture, each atom carries the following charge in e: -0.03, -0.16, -0.15, -0.05, 0.56, 0.73, -0.58, -0.19, 0.39, -0.34, 0.89, 0.33, 0.44, 0.18, -0.41, 0.03, -0.06, 0.56, 0.40, -1.06, -0.03, 0.63, -1.26, -1.23, -0.57, 0.37, 0.23, 0.27, 0.53, 0.22, -0.31, 0.41, -0.23, 0.32, 0.32, -0.24, -0.58, 0.28, -0.38, -0.54, 0.29, -0.12, -1.10, 0.00, 0.57, 0.42, 0.28, 0.13, -0.28, 0.53, -0.28, -0.60, -0.18, 0.31, 0.35, 0.30, 0.22, -0.13, 0.30, -0.20, 0.32, -0.58, -0.19, 0.05, -0.26, -1.34, -0.55, 0.30, -0.54, 0.35, 0.42, 0.32, 0.33, -1.02, -0.17, 0.46, 0.34, 0.42, -0.22, -0.98, -1.07, 0.33, 0.43, -0.57, 0.69, 0.27, -0.43, 0.47, 0.73, -0.84, 0.32, 0.64, 0.70, 0.44, 0.40, -0.02, -0.40